Molecular formula: C9H14O
Method: DFT, the ωB97M-V functional and the def2-TZVPD basis

The max |F| is 7.341 eV/A. The highest occupied orbital energy comes out at -8.124 eV. For the HOMO-LUMO gap, the calculation gives 8.85 eV. Its LUMO energy is 0.73 eV. As for the SMILES: Cc1ccc(O)cc1.CC.

```
! wB97M-V def2-TZVPD RIJCOSX def2/J DEFGRID3
* xyz 0 1
C -1.32 1.84 1.91
C -2.70 1.54 1.36
H -0.40 1.58 1.22
H -1.00 2.97 1.63
H -1.15 1.67 2.91
H -2.88 1.77 0.27
H -2.91 0.43 1.54
H -3.51 1.94 2.03
C 1.90 -0.31 -2.98
C 1.60 -0.46 0.73
C 0.40 -1.24 0.79
C 2.22 -0.28 -0.51
C 1.51 -0.86 -1.60
C -0.22 -1.91 -0.29
C 0.35 -1.60 -1.53
O -0.23 -1.20 1.98
H 1.77 0.11 1.71
H 3.13 0.26 -0.64
H -1.04 -2.50 -0.13
H -1.30 -1.06 2.02
H 3.02 -0.06 -3.25
H 1.30 0.56 -3.20
H -0.08 -2.06 -2.36
H 1.53 -1.14 -3.64
*
```

Here are the Mulliken charges for atoms 1 to 6, given in e: C -0.638; C -0.683; H 0.049; H 0.264; H 0.366; H 0.231